No. 1
{"formula": "C18H25N7O2", "method": "ωB97M-V/def2-TZVPD", "homo_lumo_gap_ev": 8.8, "smiles": "CCOC(=O)N1CCN(Cc2nc(N)nc(Nc3ccc(C)cc3)n2)CC1", "lumo_ha": 0.02785, "total_charge": 0, "elements": ["C", "C", "O", "C", "O", "N", "C", "C", "N", "C", "C", "N", "C", "N", "N", "C", "N", "C", "C", "C", "C", "C", "C", "C", "N", "C", "C", "H", "H", "H", "H", "H", "H", "H", "H", "H", "H", "H", "H", "H", "H", "H", "H", "H", "H", "H", "H", "H", "H", "H", "H", "H"], "xyz": [[-1.191797, 2.939504, 4.772826], [-0.452473, 1.825063, 4.045386], [-0.348531, 2.084485, 2.648241], [-1.448440, 1.783181, 1.913510], [-2.443925, 1.263119, 2.363278], [-1.293867, 2.149246, 0.624621], [-0.040625, 2.665985, 0.111557], [-0.253994, 3.176647, -1.313970], [-0.762632, 2.166315, -2.228681], [0.244723, 1.582702, -3.102930], [1.374257, 0.961030, -2.330343], [2.463225, 1.691307, -2.154684], [3.404636, 1.127672, -1.385005], [4.526394, 1.835520, -1.170050], [3.296285, -0.059861, -0.798895], [2.151949, -0.709450, -1.039220], [2.047400, -1.904862, -0.422826], [1.017745, -2.842457, -0.415426], [-0.102102, -2.757214, -1.236867], [-1.082089, -3.728913, -1.168652], [-0.978517, -4.806609, -0.298122], [-2.062421, -5.838038, -0.218554], [0.148422, -4.889436, 0.510281], [1.134245, -3.924698, 0.455492], [1.168787, -0.242010, -1.813175], [-1.588708, 1.161650, -1.568110], [-2.286948, 1.763572, -0.357771], [-0.705425, 3.895508, 4.592903], [-2.217472, 2.990271, 4.416272], [-1.198340, 2.737765, 5.840277], [0.580066, 1.744248, 4.392771], [-0.971938, 0.872509, 4.193349], [0.305267, 3.477853, 0.756976], [0.726369, 1.880911, 0.124630], [0.691124, 3.561668, -1.699420], [-0.975116, 4.001982, -1.286211], [0.644072, 2.374898, -3.739473], [-0.245651, 0.825979, -3.717486], [5.286347, 1.405040, -0.676459], [4.660315, 2.689205, -1.679686], [2.846202, -2.117281, 0.161004], [-0.191781, -1.932926, -1.923187], [-1.947250, -3.647628, -1.810896], [-2.840494, -5.508124, 0.470814], [-2.521855, -5.992969, -1.192225], [-1.671430, -6.786222, 0.142929], [0.256692, -5.720000, 1.193097], [2.004367, -4.006265, 1.092415], [-0.993243, 0.298302, -1.237260], [-2.331858, 0.810213, -2.291443], [-2.878631, 2.635581, -0.658142], [-2.951338, 1.036034, 0.112545]], "atomic_forces_ev_per_a": [[0.15, -0.21, -0.34], [-0.21, -0.12, 0.47], [-0.01, 0.07, -0.34], [0.06, 0.11, 0.02], [-0.24, -0.19, 0.31], [0.12, 0.08, -0.07], [0.43, 0.18, -0.07], [-0.06, 0.26, 0.25], [0.01, -0.15, -0.06], [-0.09, 0.19, -0.10], [0.34, 0.05, 0.00], [0.02, 0.40, -0.28], [-0.29, -0.33, 0.14], [0.18, 0.09, 0.01], [0.24, -0.05, 0.14], [0.25, 0.52, -0.15], [0.50, -0.03, 0.26], [-0.46, -0.31, -0.04], [-0.01, 0.10, -0.11], [0.11, -0.18, 0.20], [-0.01, -0.02, -0.05], [-0.04, 0.06, 0.07], [-0.05, 0.06, -0.10], [0.04, 0.16, -0.06], [-0.16, -0.43, 0.02], [-0.28, -0.14, 0.08], [-0.24, -0.18, -0.14], [0.04, 0.10, 0.04], [-0.08, 0.02, 0.03], [-0.01, 0.01, 0.14], [-0.12, -0.03, -0.05], [0.17, 0.12, -0.01], [0.04, -0.07, -0.14], [0.02, 0.09, 0.00], [-0.08, 0.05, 0.06], [0.15, 0.05, 0.07], [0.03, -0.13, -0.02], [0.07, 0.00, -0.04], [0.00, 0.02, -0.01], [0.01, -0.01, 0.01], [-0.12, 0.09, -0.14], [-0.05, -0.04, 0.01], [-0.09, 0.01, -0.08], [-0.09, -0.07, 0.02], [-0.06, -0.07, -0.04], [-0.03, -0.09, 0.00], [0.02, -0.08, 0.06], [0.09, 0.00, 0.07], [-0.19, 0.09, 0.00], [-0.01, -0.09, 0.10], [-0.05, -0.09, 0.01], [0.05, 0.12, -0.14]], "mulliken_charge": [-1.1245, -0.2939, -0.3959, 0.6194, -0.6718, 0.1674, -0.2638, -1.2508, 0.0649, -1.2028, 0.4661, -0.6142, 0.5059, -0.3885, -0.7510, 0.4438, -0.0424, 0.6804, -0.1942, -0.9198, 0.8232, -1.4405, -0.8037, -0.6746, -0.1872, -0.1057, -1.2891, 0.2906, 0.3003, 0.3977, 0.3235, 0.3296, 0.5773, 0.1500, 0.5070, 0.3509, 0.4600, 0.4245, 0.2419, 0.2477, 0.2335, 0.5182, 0.3574, 0.2812, 0.3664, 0.3729, 0.3554, 0.3536, 0.1114, 0.4998, 0.2612, 0.5314]}


No. 2
{"formula": "C18H25NO3S", "method": "ωB97M-V/def2-TZVPD", "homo_lumo_gap_ev": 9.6, "smiles": "Cc1ccc(S(=O)(=O)NCC[C@@]2(C)[C@H]3CC[C@]2(C)C(=O)C3)cc1", "lumo_ha": 0.01953, "total_charge": 0, "elements": ["C", "C", "C", "C", "C", "S", "O", "O", "N", "C", "C", "C", "C", "C", "C", "C", "C", "C", "C", "O", "C", "C", "C", "H", "H", "H", "H", "H", "H", "H", "H", "H", "H", "H", "H", "H", "H", "H", "H", "H", "H", "H", "H", "H", "H", "H", "H", "H"], "xyz": [[1.517137, -5.921180, 4.237393], [1.413788, -4.718106, 3.352430], [2.455953, -3.798943, 3.282406], [2.371065, -2.698604, 2.447256], [1.238371, -2.520986, 1.678741], [1.087820, -1.090281, 0.629096], [2.385482, -0.496773, 0.441904], [0.320923, -1.423499, -0.535572], [0.140359, -0.099993, 1.613570], [-0.803417, 0.748551, 0.904875], [-0.086276, 1.813653, 0.067451], [-0.914951, 2.477057, -1.042080], [-2.240728, 2.965029, -0.456429], [-0.105672, 3.594066, -1.747671], [1.043702, 2.820111, -2.407740], [0.357400, 1.520805, -2.866557], [-1.094545, 1.654735, -2.343125], [-1.863914, 0.350111, -2.334851], [-1.675291, 2.705422, -3.280075], [-2.450220, 2.526718, -4.180843], [-1.032126, 4.022922, -2.884666], [0.191303, -3.419826, 1.729283], [0.282471, -4.517034, 2.566007], [0.539001, -6.213552, 4.611310], [2.177976, -5.730698, 5.079153], [1.924323, -6.759699, 3.671965], [3.339272, -3.947931, 3.885884], [3.171896, -1.980316, 2.369739], [0.756553, 0.432203, 2.212043], [-1.470269, 1.190057, 1.649145], [-1.371464, 0.077545, 0.263725], [0.275372, 2.601300, 0.736816], [0.784022, 1.320444, -0.360246], [-2.057307, 3.715332, 0.310737], [-2.781844, 2.138912, -0.004155], [-2.885141, 3.396342, -1.216481], [0.218707, 4.412845, -1.105997], [1.851658, 2.623892, -1.704546], [1.465912, 3.379318, -3.242945], [0.818620, 0.632371, -2.435975], [0.367750, 1.406870, -3.950964], [-1.275731, -0.442505, -1.878979], [-2.088663, 0.069192, -3.362396], [-2.807708, 0.461030, -1.805358], [-1.789664, 4.743333, -2.576553], [-0.501756, 4.458292, -3.732456], [-0.670849, -3.250497, 1.104763], [-0.529299, -5.228035, 2.610968]], "atomic_forces_ev_per_a": [[0.03, -0.04, -0.05], [0.04, 0.10, 0.00], [-0.13, -0.02, -0.03], [0.14, 0.12, -0.08], [0.07, 0.39, -0.34], [0.15, 0.16, 0.73], [0.00, -0.17, 0.29], [-0.30, -0.10, 0.15], [0.41, -0.70, -0.30], [-0.12, 0.23, -0.42], [-0.26, -0.09, -0.24], [0.03, 0.16, 0.19], [0.23, -0.10, -0.17], [0.11, 0.16, -0.03], [0.19, 0.14, 0.07], [0.01, -0.07, -0.05], [-0.17, -0.60, -0.06], [0.13, 0.22, -0.06], [0.04, 0.03, 0.16], [-0.12, -0.05, -0.08], [0.05, 0.34, -0.04], [-0.12, -0.11, -0.05], [0.06, 0.13, -0.06], [-0.04, -0.05, 0.06], [0.02, -0.03, 0.08], [0.02, -0.09, 0.03], [0.09, 0.00, 0.06], [0.15, 0.04, 0.04], [0.20, 0.01, 0.15], [0.00, -0.11, -0.09], [-0.22, 0.16, 0.03], [0.11, 0.02, 0.00], [0.09, 0.19, -0.04], [-0.03, 0.10, 0.11], [-0.14, -0.06, 0.06], [-0.15, 0.08, -0.01], [-0.03, 0.01, 0.07], [0.05, -0.02, -0.01], [0.04, 0.03, 0.03], [0.01, -0.03, -0.01], [0.02, -0.09, -0.01], [-0.05, -0.03, 0.03], [-0.07, -0.05, -0.05], [-0.16, -0.05, 0.03], [-0.08, -0.03, -0.02], [-0.01, 0.00, -0.03], [-0.18, -0.06, -0.04], [-0.09, -0.06, 0.00]], "mulliken_charge": [-1.4055, 0.8939, -0.7620, -0.3747, -0.0119, 1.5566, -0.7153, -0.6590, -0.3097, -1.1110, -0.9120, 1.0602, -2.1599, 0.1810, -1.0049, -1.0341, 1.5648, -2.0520, 0.2700, -0.6206, -1.0139, -0.5669, -0.8705, 0.3772, 0.3737, 0.2884, 0.3722, 0.4794, 0.3423, 0.3679, 0.4684, 0.4551, 0.4866, 0.3726, 0.4513, 0.4875, 0.4864, 0.2749, 0.4860, 0.3185, 0.5096, 0.3585, 0.4902, 0.3216, 0.2556, 0.4199, 0.4448, 0.3687]}


No. 3
{"formula": "C18H26AsN7O6SSn", "method": "ωB97M-V/def2-TZVPD", "homo_lumo_gap_ev": 8.9, "lumo_ha": -0.19380, "total_charge": 2, "elements": ["Sn", "O", "N", "C", "C", "C", "C", "C", "S", "H", "H", "H", "H", "O", "C", "O", "C", "C", "N", "N", "C", "C", "O", "O", "H", "H", "H", "C", "C", "C", "C", "N", "C", "N", "N", "N", "H", "H", "H", "H", "H", "H", "H", "H", "H", "H", "C", "As", "C", "C", "O", "H", "H", "H", "H", "H", "H", "H", "H", "H"], "xyz": [[-1.249029, -0.057810, -0.626810], [-0.521347, -2.162630, -0.227809], [-0.023984, -3.335588, 0.143571], [-0.234149, -4.382285, -0.693319], [0.236311, -5.633305, -0.417194], [0.955972, -5.835198, 0.760413], [1.150602, -4.772525, 1.606553], [0.650460, -3.504565, 1.292619], [1.124142, -2.312332, 2.479355], [-0.808622, -4.135267, -1.572238], [0.040680, -6.441997, -1.105262], [1.352623, -6.809639, 1.007744], [1.703119, -4.885895, 2.531659], [0.266572, 3.511725, 5.360024], [-0.049108, 2.401030, 4.692360], [-0.290146, 1.369601, 5.241609], [-0.132442, 2.485536, 3.198950], [-0.714350, 3.429611, 2.379897], [-0.755811, 2.903468, 1.144400], [-0.235402, 1.672123, 1.092837], [0.141183, 1.409715, 2.337579], [0.825454, 0.150678, 2.697367], [1.747220, 0.053613, 3.443744], [0.297045, -0.911702, 2.019445], [0.522300, 4.245741, 4.788116], [-1.130579, 4.400387, 2.595036], [-1.120216, 3.311939, 0.296003], [-2.100762, 3.337468, -5.653895], [-3.586744, 3.678507, -5.560169], [-4.463170, 2.518433, -6.026810], [-3.972615, 4.144626, -4.144383], [-3.424296, 3.284157, -3.094992], [-2.347449, 3.476529, -2.328276], [-2.184336, 2.410872, -1.576162], [-3.184360, 1.567206, -1.913494], [-3.924405, 2.080174, -2.821793], [-1.843202, 3.107123, -6.686913], [-1.855358, 2.458506, -5.049577], [-1.473440, 4.173502, -5.332808], [-3.775303, 4.539288, -6.205679], [-4.405998, 1.672271, -5.340987], [-4.146019, 2.180438, -7.013018], [-5.506237, 2.827075, -6.099704], [-5.055043, 4.146775, -4.030595], [-3.596497, 5.147821, -3.950416], [-1.730503, 4.358861, -2.335643], [3.020807, -0.323106, -1.907797], [1.572263, 0.138137, -3.076134], [1.967056, 1.745496, -4.041332], [1.215184, -1.303673, -4.287901], [0.195571, 0.404793, -2.143567], [3.914961, -0.564772, -2.480010], [2.715191, -1.183358, -1.314590], [3.219414, 0.522793, -1.252262], [2.864465, 1.606863, -4.642598], [2.123090, 2.553101, -3.329030], [1.122011, 1.978707, -4.686568], [2.096754, -1.526187, -4.886856], [0.390096, -1.020702, -4.938807], [0.932863, -2.174746, -3.699834]], "atomic_forces_ev_per_a": [[0.57, -0.05, -0.13], [0.03, 0.28, -0.15], [0.13, -0.10, 0.04], [-0.12, -0.13, -0.11], [0.03, -0.01, 0.04], [0.01, 0.03, 0.03], [0.00, 0.01, 0.04], [-0.04, 0.12, -0.11], [0.08, 0.02, -0.06], [-0.02, 0.06, 0.03], [-0.01, 0.03, -0.03], [-0.01, 0.00, 0.02], [-0.03, -0.05, 0.01], [-0.03, 0.12, 0.15], [0.03, -0.03, -0.19], [0.02, 0.02, 0.05], [-0.05, -0.06, -0.02], [0.01, -0.03, 0.06], [0.05, 0.13, -0.06], [-0.06, -0.19, -0.14], [-0.10, 0.15, 0.09], [0.15, -0.04, -0.09], [-0.06, 0.00, 0.04], [-0.03, -0.04, 0.05], [0.02, -0.08, -0.05], [0.01, 0.01, -0.02], [-0.08, -0.12, 0.05], [-0.04, 0.08, -0.04], [0.06, -0.15, 0.16], [0.03, 0.08, -0.02], [-0.12, 0.03, -0.37], [0.14, 0.09, 0.10], [-0.13, -0.16, -0.03], [0.11, 0.14, 0.04], [0.00, 0.09, -0.08], [-0.04, -0.02, -0.02], [0.03, 0.01, 0.01], [-0.01, -0.01, 0.00], [0.02, -0.02, 0.00], [-0.04, 0.02, 0.01], [0.01, -0.02, -0.01], [-0.02, 0.00, -0.01], [-0.01, -0.04, 0.02], [0.01, 0.04, 0.09], [0.02, -0.01, 0.07], [-0.05, 0.04, -0.06], [-0.10, 0.05, -0.08], [0.26, -0.20, -0.07], [-0.06, -0.10, 0.07], [0.01, 0.11, 0.07], [-0.62, -0.04, 0.58], [-0.01, 0.01, -0.02], [0.00, -0.01, 0.00], [0.01, 0.00, 0.00], [0.00, -0.03, 0.00], [0.01, -0.01, 0.02], [0.00, -0.01, -0.01], [0.02, 0.01, 0.02], [0.00, 0.02, 0.00], [0.02, -0.02, 0.00]], "mulliken_charge": [1.3705, -0.7782, 0.3589, -0.2231, -0.7588, -0.3076, -0.9502, 0.9520, -0.0658, 0.4816, 0.4337, 0.4283, 0.4253, -0.4401, 0.5954, -0.4826, 0.3272, -0.5342, 0.2245, -0.5732, 0.2913, 0.3405, -0.5153, -0.1240, 0.3343, 0.5027, 0.1960, -1.4270, 0.6876, -1.3735, -0.9969, 0.5285, -0.1297, -0.1384, -0.0800, -0.6573, 0.5055, 0.2101, 0.3580, 0.3110, 0.2870, 0.3890, 0.3994, 0.3767, 0.3538, 0.4073, -0.9907, 0.5691, -0.9243, -0.9725, -0.2261, 0.4153, 0.2262, 0.3549, 0.4082, 0.3524, 0.2350, 0.4212, 0.3562, 0.2548]}


No. 4
{"formula": "C18H26AuN4O2S", "method": "ωB97M-V/def2-TZVPD", "homo_lumo_gap_ev": 6.0, "lumo_ha": -0.18162, "total_charge": 1, "elements": ["Au", "C", "N", "C", "C", "N", "C", "S", "H", "H", "H", "H", "H", "H", "C", "N", "C", "C", "C", "C", "C", "C", "C", "C", "H", "H", "H", "H", "H", "H", "H", "H", "H", "H", "H", "H", "O", "C", "N", "C", "C", "C", "O", "C", "H", "H", "H", "H", "H", "H", "H", "H"], "xyz": [[0.266856, -0.006127, 0.310689], [2.780572, 1.835836, -3.897499], [3.141888, 1.050245, -2.726188], [4.307638, 0.322171, -2.601280], [4.292796, -0.249720, -1.378831], [3.131523, 0.154695, -0.766133], [2.427346, 0.947059, -1.597462], [0.928904, 1.757507, -1.303315], [2.979368, 1.245631, -4.788575], [3.361890, 2.755777, -3.918913], [1.720773, 2.073602, -3.841595], [5.035658, 0.287345, -3.389397], [5.002249, -0.890437, -0.891028], [2.808666, -0.158240, 0.151348], [-2.370081, 4.592602, 1.589940], [-1.390688, 3.942958, 0.749818], [-2.000775, 3.131671, -0.266262], [-0.258412, 3.356853, 1.449506], [-0.629580, 2.142079, 2.283638], [-1.288791, 2.410565, 3.498358], [-1.869273, 1.432191, 4.275083], [-1.821682, 0.111627, 3.873164], [-1.118864, -0.229847, 2.725787], [-0.553888, 0.793252, 1.969013], [-3.043761, 5.172831, 0.958747], [-1.869652, 5.284451, 2.269379], [-2.983797, 3.902833, 2.183837], [-2.784305, 3.708599, -0.758143], [-2.467639, 2.207137, 0.116153], [-1.282420, 2.862222, -1.035979], [0.124576, 4.111595, 2.139404], [0.542603, 3.128264, 0.752627], [-1.335702, 3.441133, 3.821698], [-2.355971, 1.698978, 5.202593], [-2.280999, -0.668253, 4.464087], [-1.051300, -1.266958, 2.444844], [1.419370, -2.106509, 3.539665], [1.466767, -1.634016, 2.478477], [1.587863, -1.190484, 1.362583], [-0.828916, -2.497134, -3.008758], [0.047324, -3.571221, -2.363535], [0.719725, -2.841470, -1.199288], [0.532532, -1.423369, -1.454551], [-0.008219, -1.246746, -2.781710], [-1.787210, -2.412780, -2.494174], [-1.021756, -2.685492, -4.062555], [0.793733, -3.931007, -3.071681], [-0.524966, -4.430421, -2.021013], [1.789824, -3.037731, -1.129115], [0.263795, -3.057265, -0.233722], [0.823609, -1.171367, -3.491328], [-0.566841, -0.313542, -2.785974]], "atomic_forces_ev_per_a": [[0.09, 0.27, -0.49], [-0.05, 0.03, 0.02], [-0.04, 0.04, -0.03], [0.13, -0.14, 0.10], [0.09, 0.04, -0.12], [-0.07, 0.21, -0.13], [0.08, -0.08, 0.29], [-0.36, -0.26, 0.20], [0.00, 0.04, -0.02], [-0.03, 0.00, -0.03], [0.04, 0.00, -0.04], [0.05, -0.02, -0.04], [0.04, -0.04, 0.01], [0.09, -0.05, -0.07], [-0.05, 0.20, 0.05], [0.32, 0.14, -0.01], [-0.17, -0.19, -0.15], [0.02, 0.01, 0.14], [-0.35, -0.32, 0.43], [0.19, 0.11, -0.22], [-0.06, -0.01, 0.12], [0.09, -0.22, -0.05], [-0.11, 0.43, 0.02], [0.16, 0.37, -0.13], [0.01, 0.01, 0.01], [-0.02, -0.01, 0.02], [-0.04, -0.06, 0.01], [-0.01, -0.01, 0.02], [0.02, -0.03, 0.04], [0.06, -0.01, -0.04], [0.02, 0.02, -0.05], [-0.09, 0.01, -0.07], [0.00, 0.04, 0.03], [-0.03, 0.02, 0.01], [0.00, -0.03, 0.00], [0.06, -0.17, -0.06], [-0.10, -0.09, 0.28], [0.20, -0.20, 0.34], [-0.24, 0.05, -0.36], [-0.02, 0.01, -0.01], [0.05, -0.04, 0.03], [0.03, -0.13, 0.07], [0.15, 0.02, -0.02], [-0.05, 0.09, -0.05], [0.00, 0.01, 0.00], [0.00, 0.01, -0.01], [0.00, 0.02, -0.01], [0.00, 0.00, 0.00], [-0.03, -0.01, 0.01], [0.01, -0.02, -0.05], [-0.03, -0.02, 0.01], [-0.01, -0.04, -0.02]], "mulliken_charge": [0.0583, -0.9283, 0.2605, -0.4047, -0.5455, 0.3885, 0.3521, -0.6504, 0.3681, 0.3443, 0.3293, 0.4961, 0.4724, 0.1570, -1.0330, 0.1983, -0.6702, -1.9530, 1.0831, -0.5334, -0.8582, -0.8096, -0.6343, 1.0419, 0.3587, 0.3198, 0.3834, 0.3972, 0.2831, 0.0513, 0.5243, 0.5168, 0.4629, 0.4151, 0.4127, 0.5192, -0.4744, 0.6041, -0.8023, -0.5958, -0.5836, -0.5426, 0.2832, -0.4592, 0.3042, 0.3852, 0.2732, 0.3365, 0.3017, 0.2705, 0.1901, 0.3350]}